# 1
C11H21N3O5 | ωB97M-V/def2-TZVPD

Geometry as XYZ:
```
40
Properties=species:S:1:pos:R:3
C -0.588 0.054 -3.019
C 0.120 0.281 -1.741
C -0.781 -1.506 -2.988
C -1.718 -2.197 -3.964
C -1.209 -1.970 -5.527
C 0.316 -0.629 0.691
C -0.773 -1.038 1.823
C 1.255 0.650 1.151
C 1.859 0.663 2.636
C 0.912 1.178 3.609
C 1.239 1.433 5.200
H -0.711 1.680 -4.021
H 0.921 1.115 -4.187
H -1.594 0.583 -2.821
H -0.961 -2.004 -2.002
H 0.169 -1.867 -3.316
H -2.863 -1.929 -3.788
H -1.651 -3.434 -3.782
H -0.445 -0.150 -5.016
H -1.292 -0.882 -0.403
H 1.118 -1.444 0.582
H 0.690 1.603 0.921
H 1.982 0.774 0.569
H 2.376 -0.385 2.836
H 2.765 1.409 2.492
H 0.516 2.163 3.440
H -0.149 0.722 3.653
H 2.158 2.076 5.196
H 1.525 0.522 5.736
H 0.617 1.971 6.996
H -0.075 2.999 5.955
H -1.877 0.148 0.803
N -0.178 0.799 -4.131
N -0.579 -0.233 -0.520
N 0.195 1.949 6.052
O 1.236 0.708 -1.708
O -1.606 -2.854 -6.357
O -0.519 -0.919 -5.727
O -0.597 -1.840 2.660
O -1.802 -0.200 2.017
```

The net charge is 0. As for the total energy: -972.003993 hartree. The HOMO-LUMO gap is 0.333 Eh. The HOMO energy is -9.280 eV. As for the LUMO energy: -0.008 Eh.

***

# 2
C11H21N5O5 | ωB97M-V/def2-TZVPD

Geometry as XYZ:
```
42
Properties=species:S:1:pos:R:3
C 2.027 1.080 1.722
C 0.670 0.542 1.465
C 2.948 -0.108 2.198
C 2.641 -0.621 3.655
C 3.210 -0.236 4.962
C -0.785 -0.815 0.398
C -0.601 -1.769 -0.795
C -1.904 0.117 -0.145
C -1.595 0.731 -1.513
C -2.671 0.969 -2.568
C -2.326 -0.466 -4.219
H 2.087 3.061 2.459
H 0.804 2.006 3.348
H 2.761 1.516 0.983
H 4.021 0.381 2.146
H 3.100 -0.933 1.429
H 1.451 -0.546 3.568
H 2.729 -1.683 3.634
H 3.024 1.594 4.378
H 1.109 -0.132 -0.318
H -0.794 -1.359 1.500
H -2.856 -0.229 -0.164
H -1.724 0.930 0.656
H -0.874 1.633 -1.489
H -0.903 0.106 -2.096
H -3.527 0.363 -2.430
H -2.877 1.941 -2.465
H -2.197 1.606 -4.452
H -2.761 -1.411 -2.511
H -2.567 -1.778 -6.091
H -1.516 -0.364 -6.344
H -1.200 -3.128 -1.846
N 1.788 2.165 2.761
N 0.395 0.010 0.236
N -2.073 0.949 -3.825
N -2.454 -1.473 -3.528
N -2.393 -0.710 -5.682
O -0.105 0.239 2.627
O 3.710 -1.102 5.670
O 3.367 1.119 5.272
O 0.366 -1.588 -1.498
O -1.505 -2.606 -1.089
```

The net charge is 0. As for the SMILES: [H]/N=C(/N)NCCC[C@H](NC(=O)[C@@H](N)CCC(=O)O)C(=O)O. As for the total energy: -1081.524626 hartree. The HOMO-LUMO gap is 0.364 Eh. The HOMO energy is -9.504 eV. As for the LUMO energy: 0.014 Eh.

***

# 3
C11H21NSiZn | ωB97M-V/def2-TZVPD

Geometry as XYZ:
```
35
Properties=species:S:1:pos:R:3
C 2.447 1.182 -2.267
C 1.867 0.264 -3.184
C 1.927 -1.043 -2.625
C 2.525 -0.926 -1.329
C 2.851 0.447 -1.109
Zn 0.431 0.278 -0.968
N -0.230 1.838 -0.024
C -1.425 1.655 -1.417
C -1.252 0.851 -2.643
H 1.572 -1.941 -3.074
H 1.429 0.514 -4.142
H 2.723 -1.735 -0.646
H 3.292 0.863 -0.209
H 2.515 2.261 -2.384
H -0.687 1.269 -3.516
H -1.392 2.722 -1.676
H 0.231 2.627 0.433
H -1.682 -0.174 -2.792
H -2.323 1.335 -0.855
C 0.519 0.111 2.980
Si -0.877 -0.725 2.037
C -1.370 -2.314 2.840
C -2.340 0.466 1.927
C -0.286 -1.212 0.219
H 0.110 0.309 3.980
H 0.822 1.068 2.538
H 1.384 -0.562 3.048
H -1.723 -2.042 3.840
H -2.165 -2.753 2.227
H -0.482 -2.954 2.876
H -2.051 1.438 1.500
H -3.147 0.008 1.338
H -2.652 0.613 2.972
H 0.552 -1.906 0.337
H -1.112 -1.833 -0.231
```

The net charge is -2. As for the total energy: -2555.082980 hartree. The HOMO-LUMO gap is 0.136 Eh. The HOMO energy is 1.794 eV. As for the LUMO energy: 0.202 Eh.

***

# 4
C11H22BN8O2PtS | ωB97M-V/def2-TZVPD

Geometry as XYZ:
```
46
Properties=species:S:1:pos:R:3
Pt 0.225 1.188 2.251
C -5.663 1.777 2.445
C -4.434 2.585 2.278
N -4.355 3.740 1.702
N -3.037 4.072 1.792
C -2.293 3.153 2.394
S -0.608 3.274 2.639
N -3.189 2.194 2.738
N -2.863 1.049 3.443
H -6.495 2.314 1.999
H -5.880 1.604 3.500
H -5.561 0.808 1.954
H -2.693 4.918 1.367
H -3.415 0.990 4.290
H -2.990 0.228 2.863
C -1.843 -1.094 -1.341
C -1.046 0.174 -1.613
C -0.360 0.096 -2.962
O -0.029 0.261 -0.567
B -0.556 1.051 0.441
O -1.724 1.664 0.057
C -1.868 1.473 -1.379
C -3.342 1.362 -1.708
C -1.256 2.694 -2.049
H -1.163 -1.946 -1.318
H -2.587 -1.270 -2.118
H -2.353 -1.039 -0.378
H 0.162 -0.857 -3.057
H 0.356 0.904 -3.096
H -1.097 0.145 -3.765
H -3.829 0.590 -1.114
H -3.483 1.129 -2.764
H -3.835 2.313 -1.504
H -0.193 2.780 -1.822
H -1.757 3.588 -1.678
H -1.382 2.657 -3.131
N 1.990 -2.163 -0.828
C 2.266 -3.026 0.159
N 2.835 -4.198 -0.139
N 2.006 -2.794 1.441
C 1.537 -1.621 1.729
N 1.141 -0.561 1.965
H 2.237 -2.369 -1.779
H 1.494 -1.296 -0.640
H 3.062 -4.467 -1.079
H 3.073 -4.813 0.619
```

The net charge is +1. As for the total energy: -1563.195370 hartree. The HOMO-LUMO gap is 0.322 Eh. The HOMO energy is -11.178 eV. As for the LUMO energy: -0.089 Eh.